1.
The following is a quantum chemistry calculation of a structure of composition C4H3N3, from the Open Molecules 2025 dataset.

Structure (XYZ):
```
10
Properties=species:S:1:pos:R:3:forces:R:3:lowdin_charge:R:1
C 2.518575 -0.254549 -0.305763 -0.14 -0.02 -0.01 0.145
C 1.332228 -0.201415 -0.135869 0.30 0.03 0.00 -0.077
C -0.076210 -0.089181 0.066011 -0.05 0.21 -0.28 -0.350
C -0.935165 1.011043 -0.078188 -0.01 -0.12 0.02 -0.093
N -2.184931 0.566648 -0.114731 0.21 -0.06 0.01 0.020
N -2.180299 -0.755147 0.022263 0.14 0.06 0.03 -0.050
N -0.957283 -1.240287 0.081205 -0.12 0.12 -0.03 0.026
H 3.573206 -0.311278 -0.471228 -0.21 0.01 0.04 0.040
H -0.682893 2.059284 -0.162088 -0.05 -0.17 0.04 0.117
H -0.395865 -0.735728 1.118629 -0.07 -0.06 0.17 0.221
```
Positions in Å, forces in eV/Å.

Summary:
- Gap between HOMO and LUMO: 10.686 eV
- HOMO level: -10.30 eV
- E: -318.302996 Ha
- Energy above the lowest of the compared OMol25 structures with the same formula, charge and spin: 477.1 kJ/mol

2.
The following is a quantum chemistry calculation of a structure of composition C4H9N3, from the Open Molecules 2025 dataset.

Structure (XYZ):
```
16
Properties=species:S:1:pos:R:3:forces:R:3:lowdin_charge:R:1
C -0.341130 -0.439910 -2.188769 0.16 -0.07 0.15 -0.043
C 1.735655 0.137160 1.900236 0.22 0.11 0.09 -0.080
N -1.016381 1.122176 -0.339919 0.39 -2.34 -0.50 0.041
C -0.985184 -0.320585 -0.835792 -3.56 0.92 -1.24 -0.495
C 0.525573 0.830649 1.390314 -0.55 0.12 -0.34 -0.200
N 0.198765 0.736445 0.166127 2.46 1.02 1.76 -0.062
N -1.762793 -1.152200 -0.259706 0.02 1.03 -0.15 0.120
H -1.713988 1.250433 0.402613 0.01 -0.26 -0.09 0.107
H -2.046611 -1.913139 -0.869871 0.78 -0.44 0.16 0.046
H -0.140268 1.327599 2.102430 -0.03 -0.04 0.01 0.115
H -1.115305 -0.521590 -2.957979 0.04 0.07 0.14 0.082
H 0.272290 -1.338476 -2.224972 0.03 -0.02 -0.03 0.076
H 0.283351 0.427664 -2.385341 -0.04 -0.05 -0.05 0.070
H 1.441567 -0.848669 2.273126 0.10 0.05 0.08 0.079
H 2.474009 0.002967 1.112673 -0.04 -0.04 -0.06 0.076
H 2.190451 0.699476 2.714827 0.03 -0.07 0.06 0.067
```
Positions in Å, forces in eV/Å.

Summary:
- Gap between HOMO and LUMO: 10.139 eV
- HOMO level: -8.98 eV
- E: -321.982223 Ha
- Energy above the lowest of the compared OMol25 structures with the same formula, charge and spin: 283.9 kJ/mol

3.
The following is a quantum chemistry calculation of a cluster of 2 separate species, C3H9NO2 in total, from the Open Molecules 2025 dataset.

Structure (XYZ):
```
15
Properties=species:S:1:pos:R:3:forces:R:3:lowdin_charge:R:1
O 2.004321 0.429667 -0.080510 -0.20 0.09 -0.51 0.070
C 1.367343 1.129592 0.648235 -0.05 0.00 1.11 -0.251
C 0.074615 1.919026 0.383396 0.54 -0.59 -0.12 -0.411
C -0.793543 1.200176 -0.656472 0.48 0.09 -0.03 -0.049
N -0.604846 2.173768 1.635785 -0.40 0.22 0.26 0.023
H 1.656365 1.216946 1.734559 0.13 0.08 -0.31 0.121
H 0.439608 2.868569 -0.008378 -0.19 0.20 -0.11 0.143
H -0.566335 1.575127 -1.645269 0.02 0.04 -0.28 0.073
H -1.839775 1.355816 -0.458215 -0.34 0.13 0.14 0.068
H -0.579347 0.135737 -0.673331 -0.06 -0.16 0.08 0.074
H -0.329788 3.036601 2.076794 0.09 0.15 -0.09 0.070
H -0.484391 1.450637 2.331636 -0.03 -0.24 -0.13 0.069
H 0.466393 -6.406469 -2.208695 0.10 0.21 -0.22 0.030
H -0.611461 -6.301157 -1.184863 -0.06 0.41 -0.17 0.036
O -0.199161 -5.784040 -1.894665 -0.05 -0.62 0.39 -0.067
```
Positions in Å, forces in eV/Å.

Summary:
- Gap between HOMO and LUMO: 10.345 eV
- HOMO level: -9.42 eV
- SMILES: C[C@@H](N)C=O.O
- E: -324.911748 Ha
- Energy above the lowest of the compared OMol25 structures with the same formula, charge and spin: 159.8 kJ/mol

4.
The following is a quantum chemistry calculation of a structure of composition C10H6CrN4OS5, from the Open Molecules 2025 dataset.

Structure (XYZ):
```
27
Properties=species:S:1:pos:R:3:forces:R:3:lowdin_charge:R:1
Cr 0.385606 0.275295 0.409300 1.21 -0.52 -0.50 0.341
N 3.493292 -0.239302 3.013750 0.15 -0.11 0.12 0.205
C 2.281721 -0.157604 2.454243 -0.25 0.16 -0.20 -0.518
O 2.067465 0.673771 1.559984 0.17 -0.07 0.10 -0.114
C 1.163741 -1.053710 2.901360 -0.13 0.09 -0.08 -0.207
C -0.117910 -0.541153 2.234814 0.25 0.07 0.18 -0.257
H 4.255523 0.244211 2.566805 0.01 0.02 -0.01 0.123
H 3.705846 -1.005560 3.626417 0.01 0.02 0.03 0.114
H 1.146511 -1.087286 3.995825 -0.02 -0.02 0.05 0.112
H 1.408444 -2.058623 2.548563 -0.01 -0.03 -0.03 0.108
H -0.572934 0.237853 2.855376 -0.05 0.11 0.00 0.060
H -0.860245 -1.333107 2.128211 0.02 -0.02 -0.08 0.054
S 7.133456 0.081247 -1.117818 -0.05 0.01 0.04 0.452
C 5.478521 0.065888 -1.072269 0.01 -0.02 -0.10 -1.544
S 4.542227 -1.324484 -0.696347 -0.03 -0.29 0.02 0.881
C 2.950653 -0.624375 -0.860417 -0.01 -0.21 0.13 -1.131
C 2.917949 0.689357 -1.169946 -0.01 0.30 -0.14 -1.145
S 1.466161 1.641241 -1.250167 -0.13 -0.08 0.44 0.574
S 4.486756 1.425345 -1.405573 -0.03 0.33 -0.04 0.898
S 1.518786 -1.538651 -0.511408 -0.27 0.27 0.31 0.631
N -1.422964 0.206324 -0.203304 -0.23 0.03 -0.03 0.057
C -2.578628 0.168294 -0.241455 -1.03 -0.05 -0.25 -0.136
C -3.964289 0.122395 -0.291176 -0.29 0.03 0.01 -0.269
C -4.641679 -0.103296 -1.534020 0.28 0.07 0.48 -0.248
N -5.192932 -0.285467 -2.532026 0.06 0.02 0.11 0.106
C -4.710324 0.319539 0.916955 0.32 -0.11 -0.47 -0.251
N -5.299361 0.470058 1.898671 0.04 0.01 -0.08 0.103
```
Positions in Å, forces in eV/Å.

Summary:
- Gap between HOMO and LUMO (alpha / beta): 6.692 / 7.082 eV
- Spin multiplicity: 2
- HOMO level (alpha / beta): -4.98 / -4.91 eV
- Net charge: -1
- ⟨S²⟩: 0.822
- E: -3714.420307 Ha
- Energy above the lowest of the compared OMol25 structures with the same formula, charge and spin: 11.7 kJ/mol